The following is a quantum chemistry calculation of the ion C3H5N2O4 with charge -1, from the Open Molecules 2025 dataset.

Geometry as XYZ:
```
14
Properties=species:S:1:pos:R:3:nbo_charge:R:1
O 3.79 -0.34 0.51 -0.285
N 3.28 0.09 -0.47 0.355
O 2.18 0.86 -0.13 -0.438
C 0.96 0.05 -0.42 0.072
N -0.15 0.83 0.05 -0.640
C -1.18 0.04 0.76 -0.330
C -2.36 -0.45 -0.15 0.721
O -2.86 0.25 -1.05 -0.773
O -2.80 -1.64 0.12 -0.807
H 1.09 -0.89 0.17 0.177
H 0.98 -0.12 -1.52 0.165
H -0.55 1.43 -0.67 0.389
H -1.64 0.73 1.53 0.191
H -0.74 -0.86 1.25 0.203
```

The value obtained for the lowest unoccupied orbital energy is 0.0974 hartree. As for the net charge: -1. As for the orbital gap: 6.7 eV. Its energy relative to the best compared isomer or geometry (same formula, charge and spin) is 341.40 kJ/mol. As for the structure (SMILES): O=NOCNCC(=O)[O-].

The following is a quantum chemistry calculation of a structure of composition C3H5N2OS, from the Open Molecules 2025 dataset.

Geometry as XYZ:
```
12
Properties=species:S:1:pos:R:3:nbo_charge:R:1
C 0.18 1.23 -0.42 0.279
C 0.90 0.23 0.40 -0.525
C 0.64 -1.27 -0.09 -0.608
N -1.13 1.24 -0.38 -0.170
N -1.95 0.44 -0.04 0.427
O -3.02 0.34 0.42 -0.134
S -1.09 -1.74 -0.08 0.308
H 0.62 1.98 -1.18 0.278
H 2.00 0.51 0.49 0.290
H 0.74 0.37 1.43 0.283
H 0.90 -1.49 -1.20 0.269
H 1.22 -1.86 0.66 0.302
```

The value obtained for the lowest unoccupied orbital energy (spin up / spin down) is -0.2760 / -0.2760 hartree. As for the net charge: +1. As for the orbital gap (spin up / spin down): 6.8 / 6.8 eV. Its energy relative to the best compared isomer or geometry (same formula, charge and spin) is 581.78 kJ/mol.

The following is a quantum chemistry calculation of the ion C3H5N2OS with charge +1, from the Open Molecules 2025 dataset.

Geometry as XYZ:
```
12
Properties=species:S:1:pos:R:3:nbo_charge:R:1
C 2.46 -0.59 -0.03 0.176
C -0.03 -0.35 0.29 -0.213
C 0.13 1.16 -0.24 -0.353
N 1.26 -1.06 -0.02 -0.583
N 1.38 1.61 0.31 0.138
O 1.75 2.73 0.21 -0.146
S 3.98 -0.52 0.08 0.520
H -0.35 -0.14 1.37 0.254
H -0.77 -0.75 -0.32 0.231
H 0.14 0.98 -1.37 0.255
H -0.85 1.59 0.05 0.265
H 0.98 -1.86 -0.51 0.457
```

The value obtained for the lowest unoccupied orbital energy (spin up / spin down) is -0.2138 / -0.2137 hartree. As for the net charge: +1. As for the orbital gap (spin up / spin down): 7.9 / 7.9 eV. Its energy relative to the best compared isomer or geometry (same formula, charge and spin) is 392.36 kJ/mol.

The following is a quantum chemistry calculation of the ion C3H5N2OS2 with charge +1, from the Open Molecules 2025 dataset.

Geometry as XYZ:
```
13
Properties=species:S:1:pos:R:3:nbo_charge:R:1
C 1.48 0.51 -0.08 0.340
C -0.25 -1.06 0.16 0.601
C -1.17 0.15 -0.03 -0.270
N 1.09 -0.76 0.24 -0.634
N 0.52 1.29 -0.38 -0.607
O -0.73 -2.10 0.47 -0.466
S -1.85 0.66 1.42 0.313
S -2.05 0.20 -1.52 0.280
H 2.59 0.65 -0.20 0.235
H 1.88 -1.48 0.60 0.476
H 0.70 2.22 -0.66 0.418
H -1.20 -0.20 2.26 0.170
H -1.01 -0.07 -2.28 0.143
```

The value obtained for the lowest unoccupied orbital energy is -0.1791 hartree. As for the net charge: +1. As for the orbital gap: 9.6 eV. Its energy relative to the best compared isomer or geometry (same formula, charge and spin) is 132.66 kJ/mol.